Density functional theory data (ωB97M-V/def2-TZVPD) for the molecule C4H7NO2 in a non-equilibrium geometry.

Values from the calculation:
E = -9845.5877 eV
E_LUMO = 0.797 eV
gap between HOMO and LUMO = 10.30 eV
SMILES string = CN(C=O)CC=O

Geometry as ORCA input:
```
! RIJCOSX wB97M-V def2-TZVPD def2/J DEFGRID3
* xyz 0 1
C -0.78496 -0.51783 -1.23278
N -0.23067 -0.59142 0.08072
C -0.89994 -0.93182 1.20742
O -0.42515 -0.95956 2.31922
C 1.12460 0.11441 0.22239
C 0.97413 1.61525 0.15419
O 0.07393 2.15718 -0.42457
H -0.59547 0.39917 -1.75527
H -0.32607 -1.35403 -1.80260
H -1.87984 -0.64721 -1.15773
H -1.98271 -1.04071 0.93042
H 1.86256 -0.40540 -0.38004
H 1.26272 -0.06066 1.27586
H 1.82687 2.22264 0.56279
*
```